(1)
A single C6H9NO molecule in a non-equilibrium geometry. Source: the Open Molecules 2025 dataset; level of theory: wB97M-V/def2-TZVPD.

Geometry as XYZ:
```
17
Properties=species:S:1:pos:R:3:forces:R:3
H -1.12395 -2.16654 1.08250 0.5 -0.1 0.1
N -1.18517 -1.20597 1.41237 -0.7 0.1 -0.7
C -0.29864 -0.41723 0.98579 3.0 -0.6 2.7
C -0.31297 1.00162 1.45522 -0.3 0.6 -0.1
C 1.15802 -0.86314 0.30243 -3.4 1.1 0.2
O 2.19397 0.06968 0.33722 0.0 0.2 0.3
C 0.47870 -0.98793 -1.02070 0.5 0.0 -2.2
C -0.20908 -0.02185 -1.60982 0.6 -1.4 0.6
C -1.02125 0.85792 -2.10415 0.1 0.5 -0.3
H -1.06168 1.11704 2.24126 0.0 -0.1 -0.2
H -0.56459 1.67421 0.62857 0.1 0.0 0.1
H 0.65523 1.30760 1.85900 0.0 -0.1 -0.1
H 1.51147 -1.80799 0.71375 -0.1 0.2 -0.1
H 1.91922 0.87100 -0.12919 0.0 -0.2 0.0
H 0.60405 -1.94315 -1.51507 -0.2 0.0 -0.4
H -2.08374 0.86010 -1.89828 0.0 -0.1 0.2
H -0.65959 1.65462 -2.74092 0.0 0.0 -0.1
```
Positions in Å, forces in eV/Å.

Energy relative to the best compared isomer or geometry (same formula, charge and spin), kJ/mol: 323.5
Total charge: 0
Largest force on an atom, hartree/bohr: 0.0803
DFT total energy, eV: -9902.25159
Gap between HOMO and LUMO, eV: 9.53
SMILES string: [H]/N=C(/C)[C@H](O)C=C=C

(2)
A single C4H10N2 molecule in a non-equilibrium geometry. Source: the Open Molecules 2025 dataset; level of theory: wB97M-V/def2-TZVPD.

Geometry as XYZ:
```
16
Properties=species:S:1:pos:R:3:forces:R:3
C 1.41950 -0.44845 -2.02404 1.4 1.1 -1.3
C 1.01083 -1.33432 -0.84032 -0.3 0.0 -1.7
N 0.03067 -1.08319 -0.06461 0.1 0.4 0.2
N -0.57624 0.09823 -0.23926 0.3 3.3 -1.3
C -1.45231 0.66153 0.80892 0.1 -0.9 -0.2
C -0.69937 0.58954 2.18329 0.1 0.0 -0.8
H 0.52718 0.13062 -2.42605 1.0 -0.9 0.4
H 1.95647 -0.94401 -2.99460 -1.4 0.7 2.7
H 2.16987 0.36882 -1.67106 -1.2 -1.2 -0.6
H 1.34162 -2.34518 -0.79561 0.6 -0.5 0.1
H -0.00287 0.88328 -0.68752 -0.9 -1.8 0.9
H -2.37879 -0.03157 0.77606 1.2 1.5 0.5
H -1.71599 1.74448 0.47673 0.3 -2.0 0.6
H -1.44064 0.80724 2.93736 0.0 -0.1 0.6
H -0.31425 -0.48259 2.28885 -0.4 1.7 0.0
H 0.12434 1.38559 2.27188 -1.0 -1.4 -0.3
```
Positions in Å, forces in eV/Å.

Energy relative to the best compared isomer or geometry (same formula, charge and spin), kJ/mol: 238.5
Total charge: 0
Largest force on an atom, hartree/bohr: 0.0691
DFT total energy, eV: -7288.14769
Gap between HOMO and LUMO, eV: 9.25
SMILES string: C/C=N\NCC

(3)
A single C19H15Cl2NO5 molecule. Source: the Open Molecules 2025 dataset; level of theory: wB97M-V/def2-TZVPD.

Geometry as XYZ:
```
42
Properties=species:S:1:pos:R:3:forces:R:3
O 1.61990 1.47899 2.48082 0.3 0.1 0.1
C 0.48632 1.20997 2.15440 -0.5 -0.5 0.3
C -0.35384 0.19065 2.95431 0.1 0.5 0.3
O -0.60029 -1.01331 2.23382 0.1 -0.3 -0.1
C -1.64316 -1.04822 1.39616 -0.1 0.3 0.1
O -2.34709 -0.08384 1.17141 0.0 -0.2 0.0
C -1.85462 -2.36088 0.77787 0.1 -0.4 0.0
C -1.08972 -3.42512 1.04826 -0.2 0.7 0.1
C -1.23038 -4.76946 0.51501 -0.1 -0.4 -0.3
C -0.83952 -5.83393 1.33678 -0.1 0.1 -0.2
C -0.96265 -7.15007 0.94762 0.0 -0.1 -0.1
C -1.46797 -7.43501 -0.31378 0.1 0.4 0.1
Cl -1.62958 -9.06844 -0.82889 0.0 -0.2 -0.1
C -1.83088 -6.40978 -1.17177 0.0 -0.1 0.0
C -1.71554 -5.09131 -0.75946 0.2 -0.2 0.3
Cl -2.11938 -3.87663 -1.91321 -0.1 0.1 -0.3
N -0.20083 1.73336 1.11673 -0.4 0.0 -0.2
C 0.23056 2.65717 0.15744 0.3 0.3 -0.2
C -0.66578 2.99382 -0.85705 0.1 0.0 0.0
C -0.31062 3.91491 -1.81896 0.3 0.1 0.1
C 0.94528 4.50882 -1.79716 0.1 0.0 0.1
C 1.85803 4.14310 -0.80350 -0.2 0.0 -0.2
C 1.49424 3.22926 0.17657 0.1 0.1 0.0
O 3.12634 4.66018 -0.75855 -0.2 -0.2 0.3
C 3.50966 5.30713 -1.95069 -0.1 0.3 -0.5
C 2.38312 6.21418 -2.44400 0.5 0.0 0.2
O 1.24397 5.44528 -2.75711 -0.2 -0.3 -0.1
H 0.21471 -0.10680 3.83680 -0.1 0.1 -0.2
H -1.30618 0.64894 3.24550 0.1 -0.1 0.0
H -2.69493 -2.39364 0.10283 0.0 0.0 0.0
H -0.30207 -3.30898 1.78224 0.0 0.1 0.0
H -0.44681 -5.60806 2.31675 0.1 0.0 0.1
H -0.66628 -7.95018 1.60652 0.0 -0.1 0.0
H -2.20017 -6.63205 -2.16014 0.0 0.0 -0.1
H -1.15398 1.39926 0.98273 0.3 0.0 0.2
H -1.64326 2.53616 -0.88209 -0.1 -0.1 0.0
H -0.99589 4.19700 -2.60178 -0.1 0.0 -0.1
H 2.20923 2.97335 0.93925 0.0 0.0 0.0
H 4.40844 5.87991 -1.71783 -0.1 0.0 -0.1
H 3.73711 4.56196 -2.72573 0.0 0.1 0.1
H 2.66527 6.73808 -3.35841 0.0 0.0 0.1
H 2.13923 6.94424 -1.65969 0.0 0.0 -0.1
```
Positions in Å, forces in eV/Å.

Energy relative to the best compared isomer or geometry (same formula, charge and spin), kJ/mol: 2.0
Total charge: 0
Largest force on an atom, hartree/bohr: 0.0148
DFT total energy, eV: -56718.97827
Gap between HOMO and LUMO, eV: 7.29
SMILES string: O=C(COC(=O)/C=C/c1ccc(Cl)cc1Cl)Nc1ccc2c(c1)OCCO2

(4)
A molecular structure, C14H12Br6F2 in a non-equilibrium geometry. Source: the Open Molecules 2025 dataset; level of theory: wB97M-V/def2-TZVPD.

Geometry as XYZ:
```
34
Properties=species:S:1:pos:R:3:forces:R:3
C 1.30002 -2.65397 -4.78231 0.0 -0.5 -0.7
Br 0.41352 -1.57404 -6.10478 0.2 -0.1 -0.1
Br 3.21001 -2.42958 -4.81234 -0.2 0.2 0.2
Br 0.88599 -4.53044 -4.97659 -0.1 0.0 -0.1
H 0.86162 -2.39374 -3.84750 0.1 0.4 0.6
C 0.47558 1.37159 -2.84318 0.6 0.3 -1.2
Br 1.22426 0.25131 -1.48094 -0.2 0.0 0.0
Br 0.34715 3.22190 -2.25003 -0.3 -0.5 -0.1
Br -1.15675 0.63334 -3.62949 0.4 0.5 0.6
H 1.21286 1.39485 -3.67500 -0.7 -0.1 0.7
F -2.00350 -2.24490 -2.00754 -0.1 0.0 0.0
C -1.46205 -2.42435 -0.79107 0.9 -0.2 -0.4
C -2.16835 -2.15809 0.34245 0.1 0.0 0.9
C -1.56169 -2.32710 1.58084 0.0 0.3 0.8
C -0.23279 -2.71439 1.73692 -1.0 0.4 -1.3
C 0.44512 -2.89722 0.55360 0.9 -1.3 -0.4
C -0.13898 -2.83022 -0.70580 0.0 0.8 -0.1
H -3.15258 -1.75567 0.33907 -0.7 0.1 -0.3
H -2.17119 -2.07645 2.43456 0.0 -0.1 0.3
H 0.30597 -2.84726 2.64939 -0.2 0.0 0.6
H 1.45720 -3.26918 0.63734 0.3 0.3 -0.3
H 0.45245 -2.86824 -1.62075 -0.1 -0.4 0.3
F 0.55227 5.69802 2.36192 -0.2 0.8 0.1
C 0.32104 4.41086 2.59697 0.6 -1.2 0.2
C -0.91838 3.96299 3.02542 -0.3 2.4 -0.2
C -1.12081 2.61462 3.13916 -0.6 -0.1 0.1
C -0.07947 1.72067 2.95537 -0.7 -0.6 -0.3
C 1.18101 2.17040 2.58936 -0.2 -0.5 0.5
C 1.38565 3.54450 2.41213 0.4 -0.8 -0.2
H -1.68207 4.76799 3.22655 0.6 -1.3 -0.3
H -2.13897 2.29868 3.32497 0.1 -0.3 0.3
H -0.33370 0.65294 3.00885 0.5 0.4 0.1
H 1.93133 1.36166 2.51273 0.0 1.1 -0.3
H 2.35823 3.91853 2.09975 -0.2 0.1 0.1
```
Positions in Å, forces in eV/Å.

Total charge: 0
Largest force on an atom, hartree/bohr: 0.0471
DFT total energy, eV: -440401.18225
Gap between HOMO and LUMO, eV: 9.07

(5)
2 unconnected molecules or ions with the total composition C4H8NO4 in a non-equilibrium geometry. Source: the Open Molecules 2025 dataset; level of theory: wB97M-V/def2-TZVPD.

Geometry as XYZ:
```
17
Properties=species:S:1:pos:R:3:forces:R:3
O -1.76197 -1.92536 -0.82584 -0.6 -0.9 0.0
C -1.19144 -0.99143 -0.33888 0.5 1.1 -0.7
C -0.32667 -0.06479 -1.19807 0.3 0.0 0.9
C 0.98344 -0.81536 -1.46567 1.1 0.4 0.1
N -0.15751 1.21827 -0.55718 0.0 0.3 0.5
C 0.67209 1.47798 0.57276 0.7 -0.1 0.2
O 0.90966 0.50674 1.36329 -0.1 0.1 -0.9
O 1.10747 2.63781 0.64992 -0.3 -0.1 0.0
H -1.22922 -0.71870 0.71633 -0.2 0.0 0.4
H -0.86812 0.15516 -2.11237 -0.1 -0.4 -0.3
H 1.47784 -0.49443 -2.38901 -0.2 0.0 0.0
H 1.70111 -0.62594 -0.65247 -0.4 0.2 -0.1
H 0.87982 -1.88893 -1.47091 -0.4 -0.4 -0.3
H -0.22493 2.06075 -1.10251 0.0 -0.2 -0.3
H -0.12163 0.23663 2.49514 0.5 0.0 -0.4
H -1.05483 -0.84328 3.12736 0.1 -0.2 -0.1
O -0.79508 0.07490 3.18810 -0.9 0.0 1.0
```
Positions in Å, forces in eV/Å.

Energy relative to the best compared isomer or geometry (same formula, charge and spin), kJ/mol: 102.4
Total charge: -1
Largest force on an atom, hartree/bohr: 0.0266
DFT total energy, eV: -13959.95366
Gap between HOMO and LUMO, eV: 8.47

(6)
A molecular structure, C11H4BrCl4MnNO3. Source: the Open Molecules 2025 dataset; level of theory: wB97M-V/def2-TZVPD.

Geometry as XYZ:
```
25
Properties=species:S:1:pos:R:3:forces:R:3
Mn -0.03664 0.36830 0.38495 0.4 -0.5 0.2
Cl 3.92176 -0.26824 5.74078 0.0 0.0 -0.1
C 3.33906 -0.15847 4.11425 -0.1 0.0 0.2
C 4.21635 -0.23178 3.04786 0.2 0.0 -0.2
Cl 5.91503 -0.43805 3.31477 -0.1 0.0 0.0
C 3.72516 -0.14084 1.73902 0.2 0.0 0.0
Cl 4.78631 -0.22229 0.37251 0.0 0.0 0.1
C 2.37337 0.01435 1.49734 -0.2 0.0 -0.5
O 1.86890 0.10497 0.25561 0.0 0.0 0.2
C 1.47367 0.08494 2.58740 -0.4 0.0 0.0
O 0.16895 0.22848 2.31659 0.2 0.0 0.0
C 1.96756 0.00336 3.87640 0.1 0.0 0.3
Cl 0.83721 0.10175 5.18664 0.1 0.0 -0.1
O -5.94888 1.87226 -0.20479 0.0 0.0 0.0
C -4.70968 1.36799 -0.21101 -0.1 0.1 0.0
C -4.43860 0.00296 -0.13624 0.1 0.0 0.0
C -3.12505 -0.40387 -0.14240 -0.1 -0.1 -0.1
N -2.10096 0.45383 -0.22507 0.1 0.0 0.1
C -2.39284 1.74972 -0.28163 -0.2 0.1 -0.1
Br -0.86998 2.86378 -0.32396 -0.1 0.5 -0.1
C -3.65917 2.27892 -0.28542 0.1 -0.1 0.0
H -6.60809 1.17373 -0.12733 0.0 0.0 0.0
H -5.23307 -0.72796 -0.06718 0.0 0.0 0.0
H -2.86815 -1.45297 -0.08521 0.0 0.0 0.0
H -3.84312 3.34143 -0.32967 0.0 0.0 0.0
```
Positions in Å, forces in eV/Å.

Energy relative to the best compared isomer or geometry (same formula, charge and spin), kJ/mol: 0.0
Total charge: 0
2S+1: 6
Largest force on an atom, hartree/bohr: 0.0126
DFT total energy, eV: -170557.79466
Gap between HOMO and LUMO (spin up / spin down), eV: 6.30 / 6.20

(7)
3 unconnected molecules or ions with the total composition C5H14O2 in a non-equilibrium geometry. Source: the Open Molecules 2025 dataset; level of theory: wB97M-V/def2-TZVPD.

Geometry as XYZ:
```
21
Properties=species:S:1:pos:R:3:forces:R:3
C 0.94867 -0.13873 2.26714 -0.1 -1.6 0.2
C 0.34700 -0.88176 1.32913 0.9 0.5 0.8
C 1.18579 -1.57902 0.31034 -1.6 -0.1 0.1
C 0.79253 -1.36137 -1.16054 0.3 -1.6 -0.6
C -0.56973 -1.98790 -1.61873 0.9 -0.4 2.4
H 2.03663 -0.18481 2.23717 -0.1 0.7 0.0
H 0.51039 0.11043 3.22794 -0.2 0.5 -0.3
H -0.68955 -1.20528 1.36754 -0.2 0.5 0.1
H 0.99308 -2.61790 0.62659 0.3 -0.2 -0.8
H 2.23848 -1.40408 0.47141 0.3 0.3 0.0
H 0.86629 -0.33732 -1.50672 0.3 0.2 0.2
H 1.54374 -2.00390 -1.63476 0.2 0.7 -0.6
H -1.26586 -1.29272 -2.06907 0.0 -0.2 -0.3
H -0.96974 -2.35199 -0.65744 -0.7 0.2 -0.4
H -0.36678 -2.92060 -2.14511 -0.3 0.4 -0.6
O -1.88896 4.78659 -1.37249 0.6 0.2 0.5
H -1.88488 4.28912 -0.53868 0.1 0.1 -0.5
H -1.01503 5.21993 -1.37364 -0.6 -0.3 -0.1
O -0.67376 2.19093 0.64187 0.8 -0.2 -0.8
H -1.44922 2.43947 1.12153 -0.8 -0.2 0.5
H -0.68910 1.23092 0.47655 -0.1 0.6 0.4
```
Positions in Å, forces in eV/Å.

Energy relative to the best compared isomer or geometry (same formula, charge and spin), kJ/mol: 139.5
Total charge: 0
Largest force on an atom, hartree/bohr: 0.0499
DFT total energy, eV: -9505.55356
Gap between HOMO and LUMO, eV: 10.44
SMILES string: C=CCCC.O.O

(8)
A single C20H19NO5 molecule. Source: the Open Molecules 2025 dataset; level of theory: wB97M-V/def2-TZVPD.

Geometry as XYZ:
```
45
Properties=species:S:1:pos:R:3:forces:R:3
C -6.31752 -1.98608 0.82360 -0.4 0.0 0.0
O -4.99753 -1.48740 0.67038 0.4 0.0 0.0
C -4.89812 -0.24400 0.17591 -0.2 0.1 0.0
O -5.85661 0.42122 -0.13138 0.1 -0.1 0.0
C -3.49129 0.20853 0.05243 0.2 0.1 0.0
C -2.41791 -0.60767 0.40611 -0.2 0.1 -0.1
C -1.12838 -0.14117 0.27335 0.2 0.3 -0.1
C -0.89931 1.14590 -0.21364 -0.5 -0.2 0.1
O 0.43913 1.47463 -0.32075 -0.2 -0.5 0.1
C 0.93860 2.68298 -0.60188 0.5 0.7 -0.3
O 0.31167 3.68215 -0.82293 0.0 -0.2 0.1
C 2.46116 2.62558 -0.56821 -0.2 0.0 0.0
C 2.91824 2.60293 0.89502 0.0 0.0 0.1
C 2.95485 1.11711 1.24109 0.0 0.4 0.2
O 2.94964 0.64767 2.35262 0.0 -0.1 0.3
N 2.99099 0.42627 0.06935 0.1 -0.1 -0.3
C 2.91877 -0.97813 -0.01241 0.1 -0.3 0.1
C 3.67004 -1.75938 0.85883 0.0 0.1 0.0
C 3.56720 -3.13689 0.80131 0.0 0.0 0.0
C 2.72750 -3.74260 -0.11617 -0.1 0.0 0.0
C 1.96792 -2.97338 -0.98860 0.0 0.0 0.1
C 1.05488 -3.61693 -1.98811 0.1 0.0 -0.1
C 2.07182 -1.59125 -0.92907 0.1 0.1 0.1
C 3.00020 1.29073 -1.09416 0.2 0.1 -0.3
C -1.96016 1.96849 -0.56906 0.2 0.2 -0.1
C -3.25008 1.49100 -0.43106 -0.1 -0.4 0.1
H -6.88377 -1.35536 1.51203 0.0 -0.1 -0.1
H -6.21824 -2.99283 1.22104 0.0 0.1 0.0
H -6.83190 -2.00126 -0.13958 0.0 0.0 0.1
H -2.60172 -1.60077 0.78326 0.0 -0.1 0.0
H -0.28031 -0.75154 0.54390 0.1 -0.1 0.0
H 2.84132 3.48773 -1.11704 -0.1 -0.1 0.0
H 3.92450 3.01329 1.00048 0.0 0.0 0.0
H 2.25794 3.14263 1.57198 0.1 0.0 0.0
H 4.31364 -1.28635 1.58166 0.0 0.0 0.1
H 4.14923 -3.74266 1.47945 0.1 0.0 0.1
H 2.65408 -4.81961 -0.15233 0.0 -0.1 0.0
H 1.57815 -3.75725 -2.93462 0.0 0.0 -0.1
H 0.18224 -2.99475 -2.17515 -0.1 0.0 0.0
H 0.72488 -4.59218 -1.63900 -0.1 -0.1 0.0
H 1.46343 -0.99439 -1.59268 -0.1 0.1 -0.1
H 4.02963 1.40933 -1.45808 -0.1 0.0 -0.1
H 2.39478 0.88494 -1.90439 0.0 0.0 0.1
H -1.78366 2.96386 -0.94133 0.0 0.0 0.0
H -4.09317 2.10951 -0.69855 0.0 0.1 0.0
```
Positions in Å, forces in eV/Å.

Energy relative to the best compared isomer or geometry (same formula, charge and spin), kJ/mol: 23.7
Total charge: 0
Largest force on an atom, hartree/bohr: 0.0185
DFT total energy, eV: -32777.23272
Gap between HOMO and LUMO, eV: 9.12
SMILES string: COC(=O)c1ccc(OC(=O)[C@H]2CC(=O)N(c3cccc(C)c3)C2)cc1